C28H33Br67NOS | wB97M-V/def2-TZVPD

Properties
- multiplicity = 1
- net charge = +1
- total energy (eV) = -4736769.7651
- orbital gap (eV) = 5.620

Positions of all 131 atoms, in Å:
Br  3.16825  11.44795  -3.16179
Br  1.66432  0.29949  7.73701
Br  0.24107  13.82855  -1.52854
Br  -5.34356  -4.99989  -2.97310
Br  9.33994  -12.24580  -2.85276
Br  0.81072  7.26893  0.58032
Br  -2.00351  -2.68614  12.00068
Br  8.86825  -9.56757  -4.58162
Br  -3.08804  7.16728  3.81947
Br  2.82550  -7.93248  -7.40192
Br  6.05688  0.92495  -1.15511
Br  6.66895  -11.92241  -4.62640
Br  -1.70014  -1.28939  2.45745
Br  -5.32896  -9.32938  -7.15845
Br  -1.18550  -1.65855  -8.01891
Br  8.28651  3.59732  -7.86997
Br  3.63994  8.76972  -1.43293
Br  3.76540  3.96505  2.47780
Br  -1.96372  4.96328  -3.61112
Br  -2.14159  6.04945  0.15449
Br  -3.20594  12.96969  5.55939
Br  0.33226  -4.23094  -6.80905
Br  1.88738  1.40302  3.01951
Br  2.35420  1.45378  10.66546
Br  -2.53665  2.14384  -5.06270
Br  -1.96143  13.37235  2.61432
Br  -2.31790  -6.10875  -2.95317
Br  -4.20556  15.41023  3.70772
Br  -1.28804  -5.03928  8.18194
Br  -0.69636  4.83827  4.67462
Br  5.49649  -8.25588  -5.62827
Br  2.86825  -5.08197  -0.84416
Br  0.50861  -4.04331  3.88769
Br  5.02538  0.99991  2.40744
Br  -8.70556  -4.51047  5.58349
Br  6.25347  -2.29022  -1.24692
Br  -1.81999  -2.63872  -5.01544
Br  -5.75903  7.49067  2.04582
Br  4.64336  0.17226  -5.03808
Br  9.80428  1.02492  -6.66011
Br  -3.55974  9.84551  2.09060
Br  0.96895  9.09311  -3.20658
Br  1.73577  -1.68464  10.27526
Br  7.65203  2.61714  -4.86650
Br  -1.07661  -6.84028  4.10718
Br  -2.60523  12.32841  -1.70843
Br  -4.29715  -6.87033  -5.37947
Br  -4.67450  -2.36275  10.22703
Br  -7.70594  -6.95101  7.43517
Br  0.66895  -7.43681  -0.88894
Br  -3.95903  -4.71589  6.40829
Br  0.33527  4.08866  0.79062
Br  -3.64867  3.61879  4.24880
Br  4.07042  -2.64718  -6.48966
Br  -6.46143  -6.54835  4.49009
Br  -1.75974  -2.36105  6.45308
Br  -2.47521  -0.00791  10.27181
Br  -1.17181  1.65800  4.88492
Br  -1.57550  -4.89928  1.58369
Br  5.02479  -5.57764  -7.35713
Br  -4.84403  3.55061  -3.30731
Br  1.76304  -1.24041  -4.73428
Br  3.33994  -7.76020  0.88471
Br  -2.47677  15.45212  -0.92704
Br  7.77035  -0.64878  1.07459
Br  -5.96344  -10.30956  -4.15498
Br  -3.81119  -11.90178  -5.94859
S  -2.31482  -0.65661  0.36542
O  -2.33055  -2.10865  -0.52757
N  -3.95196  -2.05956  -2.76422
C  -3.39362  -1.98316  -1.57352
C  -1.65221  14.00871  -1.93741
C  -1.73721  3.31970  4.04635
C  -1.13340  -5.00135  3.47533
C  -1.30417  -3.17916  -6.81154
C  7.15551  -0.63374  -0.77090
C  -3.53120  13.58593  3.74319
C  3.30867  -0.96337  -5.88250
C  -1.54201  1.70934  -1.12612
C  -8.03120  -6.33477  5.61897
C  -0.95579  0.51663  -0.16743
C  -2.60033  -3.79993  7.45664
C  8.16785  2.07671  -6.66260
C  0.26526  -0.36414  -0.81636
C  -5.44762  -10.85000  -5.95108
C  -0.23014  5.75036  -0.04795
C  -4.40033  8.40663  3.09417
C  8.02765  -11.00645  -3.57805
C  -3.31581  -1.44679  11.27538
C  2.84272  -0.72388  -1.26919
C  2.02765  -6.52085  0.15941
C  2.32765  10.00907  -2.15822
C  3.67225  2.15743  3.19054
C  -3.81531  -5.53178  -4.05273
C  1.36603  0.12025  9.65090
C  4.18419  -7.01652  -6.35356
C  -3.29841  3.82766  -4.45553
C  1.77824  0.13019  -0.30260
H  1.51733  -6.06049  1.01186
H  -3.11066  -3.33957  8.30909
H  -8.81558  -6.97379  5.20011
H  3.88599  -0.70656  -0.72431
H  3.67387  -6.55617  -5.50112
H  7.37153  1.42819  -7.04250
H  0.30180  0.30795  9.82759
H  -3.48586  -4.64271  -4.60049
H  2.95473  -0.43309  -6.77276
H  1.91461  1.28819  -0.40403
H  -4.31558  12.94691  3.32434
H  2.88234  -0.20416  -2.34312
H  8.04599  -0.56125  -1.40400
H  1.81733  10.46943  -1.30578
H  3.88981  2.22447  4.26161
H  -2.55521  1.33632  -1.59329
H  2.45182  -1.84498  -1.39363
H  -4.91066  8.86698  3.94662
H  -3.65235  4.35793  -5.34579
H  -0.52059  1.04523  0.80596
H  -1.94091  -4.50091  4.01985
H  -1.54111  3.21949  2.97373
H  0.21047  -1.51291  -0.49770
H  -2.10048  -3.82768  -7.19144
H  -3.82613  -0.98643  12.12783
H  7.51733  -10.54609  -2.72560
H  -1.77446  2.65823  -0.43964
H  -0.79606  2.05552  -1.95869
H  -6.24394  -11.49852  -6.33098
H  -1.72656  14.27670  -2.99650
H  1.97521  -0.25684  0.80765
H  -0.03404  5.65015  -1.12058
H  0.28101  -0.33580  -1.99250

Force components x, y, z for each atom (eV/Å):
-0.220 -0.452 0.242
-0.046 -0.047 0.353
-0.451 -0.003 -0.040
0.288 -0.324 -0.230
-0.333 0.321 -0.245
-0.351 -0.574 -0.058
-0.362 0.338 -0.300
-0.198 -0.387 0.208
-0.346 0.498 -0.270
0.367 0.268 0.227
0.419 -0.258 0.000
0.377 0.238 0.223
-0.246 0.339 -1.943
-0.103 -0.560 0.038
0.007 -0.352 0.397
0.000 -0.385 0.370
-0.244 0.311 -0.255
-0.043 -0.528 0.157
-0.284 -0.303 -0.175
0.476 -0.142 0.051
-0.047 0.166 -0.456
-0.448 0.285 0.008
0.281 0.273 0.233
-0.227 -0.382 -0.317
-0.152 0.355 0.220
-0.350 0.082 0.283
-0.318 0.178 -0.182
0.234 -0.468 0.020
-0.333 0.380 -0.299
-0.210 -0.538 -0.114
-0.320 0.357 -0.289
-0.189 -0.292 0.175
-0.294 -0.244 -0.226
-0.482 0.332 0.229
0.243 -0.445 0.025
0.245 0.369 0.145
0.170 0.050 -0.365
0.371 0.157 0.186
-0.261 -0.252 -0.120
-0.418 0.319 0.038
-0.164 -0.351 0.219
0.331 0.190 0.210
-0.082 0.498 -0.225
0.139 -0.121 -0.362
0.033 0.601 -0.266
0.250 0.367 0.018
0.198 0.455 0.632
0.291 0.232 0.230
-0.021 0.216 -0.497
0.366 0.215 0.212
0.363 0.227 0.178
0.047 0.306 0.017
0.523 -0.270 -0.012
-0.368 0.598 0.408
-0.310 0.072 0.263
-0.128 -0.195 0.170
-0.237 -0.347 0.130
-0.204 0.322 0.018
0.175 -0.167 0.262
-0.024 -0.641 0.034
0.455 0.034 -0.220
0.262 -0.021 -0.363
-0.362 0.349 -0.264
0.237 -0.426 -0.225
-0.174 -0.034 -0.452
0.171 -0.106 -0.460
-0.411 0.348 0.011
-0.356 0.294 1.311
-2.513 1.567 -2.352
4.837 0.895 11.012
-1.342 -1.095 -7.872
-0.076 0.144 -0.189
-0.089 0.165 -0.260
-0.178 -0.077 0.314
0.075 -0.223 -0.283
0.195 -0.011 -0.193
-0.187 -0.114 -0.103
0.079 0.139 -0.341
-1.208 0.207 0.664
-0.235 -0.118 0.028
2.653 0.704 -0.790
-0.099 -0.168 0.268
-0.124 -0.153 -0.190
1.310 -0.561 0.224
-0.118 -0.220 0.040
-0.141 0.339 -0.311
-0.051 0.159 0.231
-0.087 0.038 0.229
0.035 -0.020 0.326
-0.543 0.699 0.327
-0.104 -0.008 0.250
-0.077 0.177 0.185
0.386 0.116 0.131
0.000 0.143 -0.268
-0.186 0.016 0.203
-0.146 -0.027 0.309
-0.112 0.054 -0.189
-0.079 -1.651 -0.519
0.206 -0.179 -0.370
0.250 -0.153 -0.407
0.378 0.291 0.173
-2.219 -0.147 -1.400
0.223 -0.179 -0.389
0.346 0.288 0.197
0.503 -0.120 -0.088
-0.157 -0.397 0.357
0.106 -0.215 0.431
-0.223 -2.206 0.281
0.368 0.273 0.180
0.154 -1.274 2.489
-0.406 -0.025 0.288
0.197 -0.202 -0.390
-0.186 -0.040 -0.459
1.998 0.922 0.564
0.918 2.450 0.308
0.216 -0.207 -0.399
0.173 -0.225 0.408
-1.243 -1.551 -1.572
0.296 -0.196 -0.165
-0.042 0.103 0.450
-0.065 2.474 -0.674
0.325 0.302 0.196
0.209 -0.190 -0.414
0.238 -0.210 -0.400
0.394 -2.201 -1.594
-1.307 -1.070 1.639
0.364 0.328 0.152
0.048 -0.143 0.489
-0.677 1.153 -2.452
-0.039 0.010 0.467
-0.418 0.092 2.306

Atom charges from the Mulliken analysis, given in e for atoms 1 to 4: number 1, Br, carries -0.04; number 2, Br, carries 0.03; number 3, Br, carries 0.01; number 4, Br, carries -0.06